[1]
DFT (ωB97M-V with the def2-TZVPD basis set) results for a molecular structure, C24H70ClF7GaO17S in a non-equilibrium geometry.

Last column: Löwdin charge in e.
Atoms and positions in Å:
C (-6.13678, -2.28165, 3.36035)  -0.12
C (-5.29242, -1.34429, 2.48846)  -0.29
C (-6.11942, -0.26268, 1.78733)  -0.22
C (-5.32557, 0.75614, 0.90573)  -0.27
C (-3.84644, 0.42998, 0.66039)  -0.29
Ga (-3.20495, 1.38771, -1.00991)  0.49
C (-2.40886, 3.24711, -0.68076)  -0.24
C (-1.75047, 3.41250, 0.63621)  -0.81
O (-2.30929, 3.38843, 1.73305)  -0.03
Cl (0.05003, 3.70146, 0.62668)  0.60
S (-1.77445, -0.00597, -2.25776)  0.64
O (-0.75040, 0.74388, -2.99955)  -0.41
O (-2.61169, -0.87680, -3.10271)  -0.40
C (-0.79681, -1.22712, -1.22222)  -0.43
F (-1.62550, -1.93909, -0.36648)  0.05
F (-0.25649, -2.14881, -2.10552)  0.07
C (0.39243, -0.60349, -0.41584)  -0.33
F (0.27461, 0.74720, -0.29786)  0.09
F (1.57329, -0.86305, -1.08564)  0.12
C (0.56952, -1.18997, 1.01608)  -0.41
F (0.70379, -2.56538, 0.97071)  0.13
F (1.74946, -0.68190, 1.52651)  0.12
F (-0.44745, -0.81751, 1.86970)  0.14
H (-6.53332, -1.77053, 4.24168)  0.06
H (-6.92438, -2.77189, 2.78081)  0.07
H (-5.48168, -3.08735, 3.71580)  0.05
H (-4.45524, -0.91302, 3.04396)  0.11
H (-4.84175, -1.97311, 1.70889)  0.09
H (-6.62756, 0.31146, 2.57547)  0.10
H (-6.91406, -0.74245, 1.20315)  0.10
H (-5.82134, 0.77943, -0.07245)  0.07
H (-5.42420, 1.74458, 1.36040)  0.10
H (-3.21921, 0.70020, 1.51779)  0.05
H (-3.69865, -0.63859, 0.46225)  0.03
H (-4.45939, 1.59271, -1.94272)  -0.01
H (-3.21892, 3.97939, -0.75206)  0.07
H (-1.69415, 3.48886, -1.47301)  0.05
C (3.29079, -1.55800, 4.84135)  -0.16
O (2.89005, -0.19226, 4.87168)  -0.12
H (4.01983, -1.71800, 5.63240)  0.07
H (2.43083, -2.21185, 5.00996)  0.08
H (3.74922, -1.79656, 3.87807)  0.07
H (2.24818, -0.05765, 4.17071)  0.06
C (-0.15998, 5.38774, 4.18115)  -0.18
O (-1.11466, 4.34623, 4.31782)  -0.13
H (0.21035, 5.64285, 5.17341)  0.07
H (0.68091, 5.06264, 3.56215)  0.06
H (-0.61236, 6.27623, 3.73236)  0.07
H (-1.43537, 4.12957, 3.43271)  0.02
C (6.46921, -3.55485, 3.14193)  -0.15
O (5.38115, -4.38979, 3.54232)  -0.14
H (6.76592, -2.94047, 3.98856)  0.08
H (7.31845, -4.16438, 2.82523)  0.08
H (6.15802, -2.90855, 2.31882)  0.06
H (5.13530, -4.91866, 2.78163)  0.07
C (-8.06472, 1.73854, -3.14264)  -0.17
O (-6.66209, 1.92738, -3.12018)  -0.16
H (-8.47043, 2.10416, -2.20101)  0.07
H (-8.51582, 2.29868, -3.96787)  0.06
H (-8.30762, 0.67552, -3.24674)  0.07
H (-6.32192, 1.60523, -3.95847)  0.06
C (-5.96000, 4.30562, -6.06504)  -0.15
O (-6.90346, 3.23612, -6.05263)  -0.13
H (-5.69865, 4.54219, -5.03627)  0.08
H (-5.06292, 3.99595, -6.60094)  0.06
H (-6.38417, 5.19549, -6.53982)  0.08
H (-7.11282, 3.04364, -6.96917)  0.07
C (7.18185, -0.21136, 0.80486)  -0.15
O (7.50972, -1.49189, 0.26958)  -0.14
H (6.56218, -0.35835, 1.68616)  0.07
H (8.09140, 0.32492, 1.08875)  0.08
H (6.62755, 0.37495, 0.06746)  0.08
H (8.05610, -1.33902, -0.50766)  0.05
C (-2.33549, -4.01166, 1.83996)  -0.16
O (-3.33089, -4.69831, 2.59946)  -0.13
H (-2.84191, -3.43592, 1.07239)  0.06
H (-1.76576, -3.33048, 2.47696)  0.07
H (-1.65447, -4.72187, 1.36245)  0.08
H (-2.88190, -5.20421, 3.27800)  0.07
C (0.47376, 9.07401, 5.03809)  -0.16
O (0.98882, 8.54852, 3.82099)  -0.13
H (0.28426, 8.23548, 5.70302)  0.07
H (1.19397, 9.74767, 5.51194)  0.07
H (-0.46449, 9.60985, 4.86915)  0.08
H (1.15486, 9.28468, 3.23032)  0.07
C (-3.49071, 3.51769, -9.51073)  -0.16
O (-4.41057, 2.82410, -8.68321)  -0.14
H (-4.06237, 4.12762, -10.20786)  0.07
H (-2.84171, 4.17043, -8.91898)  0.08
H (-2.87045, 2.81711, -10.07761)  0.07
H (-3.89147, 2.28380, -8.07584)  0.05
C (-2.10292, -0.64063, -7.78520)  -0.14
O (-3.35116, 0.05998, -7.74834)  -0.13
H (-1.33012, 0.05134, -8.09379)  0.06
H (-1.85300, -1.02616, -6.79667)  0.08
H (-2.15705, -1.46766, -8.50166)  0.07
H (-4.02372, -0.56139, -7.46641)  0.08
C (6.49458, -1.62783, -3.24886)  -0.14
O (7.89762, -1.39235, -3.09294)  -0.13
H (5.99623, -1.30933, -2.33758)  0.07
H (6.10580, -1.05433, -4.09336)  0.08
H (6.30411, -2.69161, -3.40737)  0.08
H (8.32301, -1.68224, -3.90089)  0.07
C (1.64160, 0.54516, -6.68315)  -0.16
O (0.25291, 0.73238, -6.47114)  -0.13
H (1.81655, 0.52631, -7.75808)  0.07
H (2.22261, 1.36316, -6.24600)  0.07
H (1.98073, -0.40280, -6.25340)  0.08
H (0.09691, 0.74376, -5.52047)  0.07
C (6.20676, -4.69686, 7.04553)  -0.16
O (5.32190, -5.80750, 6.94443)  -0.12
H (6.37519, -4.48562, 8.09964)  0.08
H (7.16150, -4.93323, 6.56894)  0.06
H (5.76861, -3.81650, 6.56903)  0.07
H (5.18876, -5.97099, 6.00637)  0.07
C (9.87658, -7.27392, 6.77606)  -0.16
O (8.62776, -7.01469, 6.14802)  -0.13
H (10.65180, -7.18181, 6.01934)  0.08
H (10.07297, -6.55176, 7.57374)  0.08
H (9.90557, -8.28522, 7.19127)  0.07
H (7.94214, -7.09460, 6.81691)  0.06

The energy above the lowest of the compared OMol25 structures with the same formula, charge and spin comes out at 14.9 kcal/mol. Its charge is -1. The calculation puts the largest force on an atom at 2.8 eV/A. The HOMO-LUMO gap comes out at 0.291 Ha.

=====

[2]
DFT (ωB97M-V with the def2-TZVPD basis set) results for 9 unconnected molecules or ions with the total composition C24H70N4O13 in a non-equilibrium geometry.

Last column: Löwdin charge in e.
Atoms and positions in Å:
C (3.40181, 0.65864, -1.54897)  -0.13
O (4.01203, -0.35816, -0.85371)  -0.18
C (3.14766, -1.05564, -0.01529)  -0.20
C (3.89842, -1.50836, 1.29142)  -0.17
N (4.18924, -0.36040, 2.14037)  -0.04
C (4.90214, -0.88480, 3.27483)  -0.24
C (5.32579, 0.24957, 4.16125)  -0.21
O (5.90082, -0.35181, 5.31448)  -0.19
C (6.60197, 0.55955, 6.09114)  -0.13
H (4.02660, 1.00640, -2.37165)  0.09
H (3.24929, 1.46313, -0.82951)  0.08
H (2.57659, 0.26787, -2.14431)  0.07
H (3.07366, -1.96319, -0.61444)  0.12
H (2.21602, -0.54131, 0.22055)  0.11
H (4.81362, -2.05121, 1.05514)  0.12
H (3.18890, -2.14390, 1.82128)  0.09
H (3.32209, -0.01297, 2.52435)  0.06
H (5.78166, -1.45421, 2.97430)  0.12
H (4.29495, -1.61857, 3.80490)  0.10
H (4.48913, 0.93226, 4.30966)  0.13
H (6.17303, 0.70112, 3.64511)  0.12
H (5.99862, 1.43647, 6.32583)  0.09
H (7.51576, 0.75129, 5.52871)  0.09
H (6.89932, 0.06537, 7.01606)  0.09
C (-7.13869, 0.25579, 2.41471)  -0.14
O (-6.00001, 0.92610, 2.00034)  -0.21
C (-4.70015, 0.28376, 2.21641)  -0.14
C (-3.57869, 1.34445, 1.90847)  -0.20
N (-3.45881, 1.69670, 0.50192)  -0.03
C (-2.44455, 2.74410, 0.34483)  -0.20
C (-2.69181, 3.99071, 1.16646)  -0.21
O (-3.90593, 4.60098, 0.70682)  -0.20
C (-4.48256, 5.63767, 1.45437)  -0.12
H (-7.93288, 1.00122, 2.45601)  0.09
H (-7.10557, -0.09031, 3.44777)  0.08
H (-7.39461, -0.55435, 1.73187)  0.09
H (-4.61159, -0.63044, 1.62947)  0.12
H (-4.75293, 0.03053, 3.27527)  0.11
H (-2.61886, 0.94146, 2.23163)  0.09
H (-3.72508, 2.19254, 2.57734)  0.11
H (-4.33755, 2.18028, 0.38324)  0.10
H (-2.42430, 3.11110, -0.68133)  0.12
H (-1.47506, 2.33279, 0.62592)  0.10
H (-1.93841, 4.75520, 0.97663)  0.12
H (-2.71732, 3.84558, 2.24645)  0.11
H (-5.35043, 6.08462, 0.96947)  0.09
H (-3.75912, 6.41958, 1.68534)  0.08
H (-4.84213, 5.29695, 2.42531)  0.08
C (0.08011, -2.71137, -2.52423)  -0.09
O (-0.33375, -3.12228, -3.80699)  -0.18
C (0.53314, -2.85186, -4.86140)  -0.24
C (-0.12823, -3.21929, -6.21516)  -0.16
N (-1.10928, -2.24431, -6.73644)  -0.06
C (-0.71181, -0.86893, -6.77710)  -0.21
C (-1.93661, -0.04384, -7.27204)  -0.22
O (-2.90823, -0.24531, -6.29332)  -0.26
C (-4.25044, -0.30592, -6.73993)  -0.07
H (0.84151, -3.37133, -2.10852)  0.09
H (-0.77329, -2.56829, -1.86141)  0.08
H (0.31337, -1.64677, -2.54226)  0.07
H (1.49005, -3.36462, -4.76385)  0.12
H (0.79605, -1.79425, -4.88195)  0.09
H (-0.59298, -4.17677, -5.97991)  0.11
H (0.55888, -3.39159, -7.04360)  0.11
H (-1.92056, -2.33053, -6.14104)  0.10
H (-0.02859, -0.59810, -7.58206)  0.13
H (-0.40847, -0.53222, -5.78579)  0.08
H (-2.17148, -0.45785, -8.25262)  0.12
H (-1.73035, 1.02501, -7.32802)  0.13
H (-4.96643, -0.37866, -5.92129)  0.10
H (-4.28186, -1.16194, -7.41397)  0.09
H (-4.38502, 0.55306, -7.39732)  0.09
C (1.79982, 1.88628, 1.71055)  -0.13
O (1.67719, 0.84468, 2.64532)  -0.20
C (0.26897, 0.59801, 2.96790)  -0.17
C (0.03342, -0.88104, 3.36478)  -0.19
N (0.80499, -1.31682, 4.56215)  -0.06
C (0.28627, -2.63883, 5.00275)  -0.16
C (1.11743, -3.69519, 4.18428)  -0.20
O (2.52594, -3.35190, 4.03378)  -0.22
C (3.08786, -4.48980, 3.36515)  -0.12
H (1.51962, 2.88498, 2.04549)  0.09
H (1.22885, 1.71881, 0.79729)  0.06
H (2.83610, 2.01971, 1.40003)  0.08
H (-0.45448, 0.94115, 2.22832)  0.07
H (-0.05708, 1.15131, 3.84861)  0.12
H (0.45076, -1.50741, 2.57638)  0.11
H (-1.03261, -1.09189, 3.44983)  0.11
H (1.76548, -1.50456, 4.31254)  0.07
H (-0.77657, -2.80478, 4.82694)  0.11
H (0.55229, -2.69239, 6.05843)  0.11
H (0.71195, -3.91797, 3.19733)  0.11
H (1.00853, -4.62361, 4.74487)  0.11
H (3.22418, -5.28891, 4.09379)  0.09
H (4.10631, -4.20247, 3.10380)  0.08
H (2.69795, -4.78202, 2.39013)  0.09
O (-1.27715, -0.82457, 0.18446)  -0.05
H (-2.05694, -0.27006, 0.21047)  0.00
H (-0.63479, -0.31247, -0.30683)  -0.01
O (-0.00755, 1.32896, -1.47005)  -0.06
H (-0.02715, 2.28580, -1.48791)  -0.02
H (0.31854, 1.07943, -2.33470)  -0.01
O (-1.78246, 1.35069, -4.35463)  -0.03
H (-2.25600, 1.45022, -3.52875)  0.06
H (-2.31421, 0.73910, -4.86397)  0.02
O (0.86851, 1.06196, -4.23204)  -0.06
H (1.40061, 1.70524, -4.70034)  0.05
H (-0.03044, 1.37487, -4.33308)  -0.02
O (0.14021, 4.10372, -1.70909)  -0.03
H (-0.26531, 4.81790, -2.20077)  0.06
H (0.95317, 4.47765, -1.36922)  0.06

The energy above the lowest of the compared OMol25 structures with the same formula, charge and spin comes out at 69.9 kcal/mol. The calculation puts the largest force on an atom at 3.0 eV/A. Its SMILES is COCCNCCOC.COCCNCCOC.COCCNCCOC.COCCNCCOC.O.O.O.O.O. The HOMO-LUMO gap comes out at 0.301 Ha.